# C26H54AsCuF6N4O9

A structure of composition C26H54AsCuF6N4O9 at a distorted geometry (wB97M-V/def2-TZVPD, the Open Molecules 2025 dataset).

Atoms and positions in Å:
H -1.669 -0.412 10.150
H -3.973 1.860 15.713
H -6.981 -1.235 13.999
N 5.893 5.718 12.286
C -5.111 1.930 12.634
H -5.229 0.693 15.247
H -7.802 3.367 10.529
H -1.791 1.702 18.318
H -8.733 -1.316 14.280
C -0.827 1.644 17.816
H -4.209 5.763 12.166
H -5.734 2.790 12.871
C -5.270 6.005 12.170
H 1.276 13.461 20.270
C 0.469 8.246 11.561
H -3.861 3.323 11.579
O 1.915 9.249 18.486
H 2.949 13.360 20.781
O -0.475 7.650 17.683
H -0.228 0.801 18.154
C -8.206 3.950 11.364
H 0.957 8.101 19.881
F 0.300 5.895 13.358
C 0.729 0.645 11.640
H -7.709 -0.244 15.249
H 3.150 3.189 17.066
H -9.072 1.645 14.433
O -0.690 0.563 11.584
H -0.434 0.855 9.546
H 2.576 14.037 19.206
H 2.903 6.213 13.021
C 3.385 6.389 12.062
N 0.693 9.022 12.374
F -1.250 2.794 12.854
O 2.437 11.944 19.418
C -1.028 1.484 16.381
C -7.865 -0.649 14.240
C 0.387 7.650 16.592
H 1.110 1.496 11.074
H -10.313 2.601 12.309
H -5.588 6.191 13.205
N 2.016 0.711 15.517
H -4.860 2.365 10.540
H 0.496 11.750 18.720
H 2.873 10.526 17.257
H 1.523 12.498 17.613
H 0.748 6.357 10.690
H -0.757 9.719 17.841
C 2.294 13.253 19.916
H -9.133 1.626 11.409
H 0.657 9.781 19.952
H 1.415 3.548 17.015
H 2.446 3.792 15.617
H 1.448 7.751 16.898
O -8.343 3.139 12.519
H 1.150 10.243 16.857
F 0.178 4.260 11.464
C -2.323 1.620 10.192
H -1.920 2.630 10.076
H -5.506 2.430 15.143
F -1.926 5.096 12.546
Cu -2.050 0.695 13.189
O -6.019 4.927 11.655
C 0.162 7.258 10.545
As -0.459 4.349 13.104
H -7.751 6.008 11.103
C -4.759 1.645 14.989
C 1.871 10.410 17.665
C 2.080 1.771 15.947
C 2.245 3.125 16.459
H 2.906 5.796 11.286
O -4.221 1.606 13.694
H 0.341 6.732 16.005
C 4.790 6.010 12.206
H 1.145 -0.302 11.278
H -2.974 1.379 9.343
H -9.209 4.255 11.036
C 1.543 11.703 18.371
N -1.178 1.354 15.259
C -4.246 2.302 11.445
H 3.344 7.436 11.766
O -8.041 0.354 13.284
C 0.786 8.958 19.232
C -9.211 1.124 13.471
C -9.328 2.129 12.366
H 0.109 8.496 15.947
F 0.997 3.557 13.621
H -5.749 1.071 12.405
F -1.045 4.442 14.774
H 1.042 0.758 12.676
H -5.426 6.929 11.602
C -7.405 5.176 11.728
C -1.228 0.583 10.236
H -0.330 2.594 18.000
H -10.087 0.474 13.580
H -7.629 5.442 12.769
H -0.873 6.987 10.780
H 0.172 7.679 9.544
O -3.082 1.507 11.366
C -0.508 8.815 18.402
H -1.291 8.675 19.150

As for the charge: +1. Its expectation value of S² is 0.75. Its multiplicity is 2. The value obtained for the orbital gap (alpha / beta) is 5.43 / 2.15 eV. The calculation puts the HOMO energy (alpha / beta) at -10.1 / -10.1 eV.